(1)
Formula: C9H14O
Source: the OMol25 dataset
Level of theory: ωB97M-V/def2-TZVPD

Last columns: bonded neighbours and bond lengths (Å).
CARTESIAN COORDINATES (ANGSTROEM)
1 H -1.74 2.90 2.54  C5 1.103
2 H 1.07 2.92 0.67  C23 1.078
3 H 0.71 -2.63 -0.90  C13 1.080
4 C -0.96 2.15 0.58  C5 1.493, C22 1.394, C23 1.407
5 C -1.51 3.19 1.50  H1 1.103, C4 1.493, H17 1.089, H18 1.097
6 H -2.86 1.40 -0.25  C22 1.099
7 H -0.05 -4.20 0.88  C8 1.085
8 C 1.01 -4.00 0.75  H7 1.085, H11 1.084, C13 1.545, H19 1.092
9 C 0.16 0.35 -1.29  C14 1.393, O20 1.372, C21 1.398
10 H 0.95 0.02 -3.00  O20 0.994
11 H 1.49 -4.00 1.72  C8 1.084
12 H -1.88 -0.11 -1.80  C14 1.082
13 C 1.21 -2.64 0.05  H3 1.080, C8 1.545, H16 1.082, H24 1.088
14 C -1.22 0.50 -1.19  C9 1.393, H12 1.082, C22 1.390
15 H 2.01 1.34 -0.92  C21 1.090
16 H 0.83 -1.84 0.68  C13 1.082
17 H -0.87 4.06 1.63  C5 1.089
18 H -2.50 3.50 1.13  C5 1.097
19 H 1.54 -4.78 0.18  C8 1.092
20 O 0.71 -0.52 -2.20  C9 1.372, H10 0.994
21 C 0.96 1.30 -0.64  C9 1.398, H15 1.090, C23 1.377
22 C -1.76 1.39 -0.28  C4 1.394, H6 1.099, C14 1.390
23 C 0.41 2.17 0.27  H2 1.078, C4 1.407, C21 1.377
24 H 2.28 -2.51 -0.11  C13 1.088

Values from the calculation:
- HOMO level (spin up / spin down) (eV) = 1.255 / -3.607
- 2S+1 = 2
- <S²> = 0.761
- Kohn-Sham gap (spin up / spin down) (Eh) = 0.09096 / 0.26732
- DFT total energy (eV) = -11605.543
- LUMO (spin up / spin down) (Ha) = 0.137 / 0.135
- total charge = -1
- ΔE to the lowest compared entry with this formula, charge and spin (kJ/mol) = 74.77

***

(2)
Formula: C9H14O
Source: the OMol25 dataset
Level of theory: ωB97M-V/def2-TZVPD

Last columns: bonded neighbours and bond lengths (Å).
CARTESIAN COORDINATES (ANGSTROEM)
1 H 3.90 0.55 2.77  C9 1.090
2 C -2.70 0.04 -1.34  C18 1.383, C21 1.405, H23 1.086
3 H 1.97 -0.03 1.07  C11 1.087
4 H 5.03 0.41 1.45  C9 1.092
5 C -2.35 2.26 -0.15  H7 1.096, H8 1.088, H14 1.093, C18 1.490
6 H 3.15 -1.27 1.26  C11 1.094
7 H -3.35 2.33 0.28  C5 1.096
8 H -1.70 2.76 0.58  C5 1.088
9 C 3.99 0.65 1.69  H1 1.090, H4 1.092, C11 1.521, H20 1.089
10 C -1.23 -1.82 -0.98  C21 1.375, O22 1.371, C24 1.414
11 C 3.03 -0.24 0.92  H3 1.087, H6 1.094, C9 1.521, H16 1.090
12 C -0.90 0.22 0.16  H17 1.089, C18 1.415, C24 1.374
13 H -1.29 -3.49 -1.91  O22 0.954
14 H -2.39 2.90 -1.03  C5 1.093
15 H 0.55 -1.39 0.10  C24 1.079
16 H 3.23 -0.24 -0.15  C11 1.090
17 H -0.32 0.88 0.81  C12 1.089
18 C -2.00 0.85 -0.47  C2 1.383, C5 1.490, C12 1.415
19 H -3.13 -1.92 -2.02  C21 1.081
20 H 3.87 1.71 1.45  C9 1.089
21 C -2.39 -1.32 -1.52  C2 1.405, C10 1.375, H19 1.081
22 O -0.83 -3.12 -1.16  C10 1.371, H13 0.954
23 H -3.67 0.34 -1.74  C2 1.086
24 C -0.46 -1.06 -0.07  C10 1.414, C12 1.374, H15 1.079

Values from the calculation:
- HOMO level (eV) = -8.363
- Kohn-Sham gap (Eh) = 0.34079
- DFT total energy (eV) = -11607.139
- LUMO (Ha) = 0.033
- ΔE to the lowest compared entry with this formula, charge and spin (kJ/mol) = 48.01

***

(3)
Formula: C9H14O
Source: the OMol25 dataset
Level of theory: ωB97M-V/def2-TZVPD

Last columns: bonded neighbours and bond lengths (Å).
CARTESIAN COORDINATES (ANGSTROEM)
1 C -0.32 -2.30 -0.37  C2 1.358, H14 1.108, C16 1.429
2 C -0.18 -1.70 0.84  C1 1.358, C7 1.453, H10 1.040
3 H 2.31 2.91 0.55  C6 1.049
4 C -1.78 -0.54 -1.29  C16 1.413, C21 1.414, H22 1.124
5 H 2.54 1.39 1.04  C6 1.053
6 C 2.03 1.93 0.29  H3 1.049, H5 1.053, C20 1.486, H24 1.102
7 C -0.83 -0.42 1.08  C2 1.453, C18 1.448, C21 1.425
8 H 1.86 0.77 -1.70  C20 1.208
9 H -0.84 1.17 2.63  C18 1.149
10 H 0.31 -2.18 1.63  C2 1.040
11 O -1.49 -2.41 -2.61  C16 1.391, H23 1.041
12 H -2.02 1.05 0.34  C21 1.131
13 H 1.67 2.59 -1.62  C20 1.139
14 H 0.24 -3.22 -0.60  C1 1.108
15 H -0.82 -0.31 3.39  C18 1.203
16 C -1.13 -1.78 -1.43  C1 1.429, C4 1.413, O11 1.391
17 H -2.27 -0.06 2.66  C18 1.090
18 C -1.24 0.13 2.35  C7 1.448, H9 1.149, H15 1.203, H17 1.090
19 H 3.29 2.29 -1.55  C20 1.191
20 C 2.30 1.76 -1.17  C6 1.486, H8 1.208, H13 1.139, H19 1.191
21 C -1.57 0.08 -0.03  C4 1.414, C7 1.425, H12 1.131
22 H -2.30 0.07 -2.08  C4 1.124
23 H -0.73 -3.01 -2.99  O11 1.041
24 H 0.99 1.81 0.63  C6 1.102

Values from the calculation:
- HOMO level (eV) = -8.350
- Kohn-Sham gap (Eh) = 0.33414
- DFT total energy (eV) = -11604.807
- LUMO (Ha) = 0.027
- ΔE to the lowest compared entry with this formula, charge and spin (kJ/mol) = 273.04

***

(4)
Formula: C9H14O
Source: the OMol25 dataset
Level of theory: ωB97M-V/def2-TZVPD

Last columns: bonded neighbours and bond lengths (Å).
CARTESIAN COORDINATES (ANGSTROEM)
1 C -1.95 1.12 2.33  H3 1.112, C10 1.512, H12 1.090, H17 1.098
2 H 1.04 2.00 -1.64  C6 1.077
3 H -2.34 1.79 3.12  C1 1.112
4 C -0.19 0.18 -1.57  C6 1.440, C22 1.380, O23 1.364
5 C 1.54 -0.62 0.34  C8 1.341, C15 1.548, C24 1.396
6 C 0.98 0.98 -1.29  H2 1.077, C4 1.440, C24 1.387
7 H 2.48 -1.01 2.43  C15 1.107
8 C 0.42 -1.33 0.19  C5 1.341, H19 1.105, C22 1.427
9 H -3.48 -0.43 2.09  C10 1.117
10 C -2.90 0.30 1.48  C1 1.512, H9 1.117, H14 1.148, H16 1.082
11 H -1.49 -1.38 -0.65  C22 1.080
12 H -1.42 1.81 1.67  C1 1.090
13 H 2.46 -2.28 1.43  C15 1.073
14 H -3.68 0.90 0.89  C10 1.148
15 C 2.56 -1.21 1.34  C5 1.548, H7 1.107, H13 1.073, H18 1.090
16 H -2.58 -0.29 0.63  C10 1.082
17 H -1.29 0.45 2.90  C1 1.098
18 H 3.59 -0.90 1.15  C15 1.090
19 H 0.18 -2.35 0.56  C8 1.105
20 H -1.39 0.05 -3.11  O23 0.965
21 H 2.65 1.21 0.01  C24 1.063
22 C -0.54 -0.89 -0.78  C4 1.380, C8 1.427, H11 1.080
23 O -0.69 0.62 -2.76  C4 1.364, H20 0.965
24 C 1.80 0.63 -0.23  C5 1.396, C6 1.387, H21 1.063

Values from the calculation:
- HOMO level (eV) = -8.309
- Kohn-Sham gap (Eh) = 0.33512
- DFT total energy (eV) = -11605.982
- LUMO (Ha) = 0.030
- ΔE to the lowest compared entry with this formula, charge and spin (kJ/mol) = 159.70

***

(5)
Formula: C9H14O
Source: the OMol25 dataset
Level of theory: ωB97M-V/def2-TZVPD

Last columns: bonded neighbours and bond lengths (Å).
CARTESIAN COORDINATES (ANGSTROEM)
1 C -0.50 -0.51 -0.49  C9 1.402, H18 1.101, C23 1.393
2 C 2.16 3.33 0.18  H10 1.127, C15 1.545, H20 1.107, H24 1.083
3 H 2.95 2.77 -1.83  C15 1.106
4 O -4.02 -0.18 -0.26  C7 1.347, H19 0.968
5 H 1.71 1.75 -1.10  C15 1.112
6 C -2.63 -2.10 0.30  C7 1.361, H12 1.089, C14 1.388
7 C -2.84 -0.82 -0.10  O4 1.347, C6 1.361, C23 1.471
8 H 1.85 -1.55 0.33  C16 1.103
9 C -0.30 -1.78 0.05  C1 1.402, C14 1.392, C16 1.536
10 H 1.73 2.93 1.15  C2 1.127
11 H 0.91 -2.04 1.75  C16 1.090
12 H -3.52 -2.72 0.42  C6 1.089
13 H -1.18 -3.63 0.81  C14 1.099
14 C -1.35 -2.62 0.41  C6 1.388, C9 1.392, H13 1.099
15 C 2.64 2.31 -0.87  C2 1.545, H3 1.106, H5 1.112, H17 1.059
16 C 1.04 -2.21 0.68  H8 1.103, C9 1.536, H11 1.090, H21 1.098
17 H 3.49 1.84 -0.44  C15 1.059
18 H 0.42 0.02 -0.75  C1 1.101
19 H -4.73 -0.65 0.18  O4 0.968
20 H 1.49 4.08 -0.28  C2 1.107
21 H 1.35 -3.17 0.23  C16 1.098
22 H -1.99 1.17 -0.69  C23 1.121
23 C -1.74 0.12 -0.39  C1 1.393, C7 1.471, H22 1.121
24 H 3.06 3.64 0.70  C2 1.083

Values from the calculation:
- HOMO level (eV) = -8.133
- Kohn-Sham gap (Eh) = 0.33107
- DFT total energy (eV) = -11605.972
- LUMO (Ha) = 0.032
- ΔE to the lowest compared entry with this formula, charge and spin (kJ/mol) = 160.62

***

(6)
Formula: C9H14O
Source: the OMol25 dataset
Level of theory: ωB97M-V/def2-TZVPD

Last columns: bonded neighbours and bond lengths (Å).
CARTESIAN COORDINATES (ANGSTROEM)
1 H 1.76 -2.71 1.59  C7 1.088
2 H 2.34 -1.13 2.19  C7 1.085
3 H -1.67 1.89 1.50  C16 1.093
4 H 0.98 2.19 0.22  C11 1.090
5 H -0.50 0.69 2.04  C16 1.087
6 H 1.75 -1.40 0.47  C7 1.090
7 C 2.29 -1.79 1.33  H1 1.088, H2 1.085, H6 1.090, O15 1.437
8 C -1.18 1.22 -1.29  C9 1.382, C14 1.400, H19 1.084
9 C -1.45 0.50 -2.43  C8 1.382, H12 1.083, C23 1.395
10 C -1.43 -1.54 -1.19  H13 1.083, C21 1.400, C23 1.381
11 C 0.36 2.38 1.10  H4 1.090, C16 1.549, H18 1.086, H22 1.087
12 H -1.61 1.01 -3.37  C9 1.083
13 H -1.47 -2.62 -1.08  C10 1.083
14 C -1.01 0.57 -0.06  C8 1.400, C16 1.498, C21 1.385
15 O 3.64 -2.14 0.99  C7 1.437, H17 0.963
16 C -0.77 1.33 1.21  H3 1.093, H5 1.087, C11 1.549, C14 1.498
17 H 3.73 -2.06 0.03  O15 0.963
18 H 1.04 2.39 1.94  C11 1.086
19 H -1.01 2.29 -1.32  C8 1.084
20 H -1.20 -1.39 0.89  C21 1.086
21 C -1.25 -0.79 -0.02  C10 1.400, C14 1.385, H20 1.086
22 H 0.06 3.41 0.99  C11 1.087
23 C -1.58 -0.89 -2.39  C9 1.395, C10 1.381, H24 1.082
24 H -1.81 -1.40 -3.32  C23 1.082

Values from the calculation:
- HOMO level (eV) = -9.175
- Kohn-Sham gap (Eh) = 0.36839
- DFT total energy (eV) = -11606.856
- LUMO (Ha) = 0.031
- ΔE to the lowest compared entry with this formula, charge and spin (kJ/mol) = 75.34

***

> DFT total energy of number 3 (C9H14O)?

-11604.807 eV